No. 1
{
  "formula": "C6H13O2",
  "method": "ωB97M-V/def2-TZVPD",
  "species": ["C", "C", "C", "O", "O", "H", "H", "H", "H", "H", "C", "C", "C", "H", "H", "H", "H", "H", "H", "H", "H"],
  "coordinates": [[-1.11361, 1.79707, 1.84496], [-0.81845, 0.56539, 2.73321], [-1.88382, 1.42317, 0.53207], [-2.95264, 0.81003, 0.74980], [-1.38252, 1.80278, -0.54518], [-1.82069, 2.48261, 2.29289], [-0.18801, 2.30012, 1.57727], [0.26587, 0.44478, 2.73857], [-1.29472, -0.33483, 2.34168], [-1.26217, 0.69333, 3.71896], [1.25665, -1.63562, -1.43642], [0.37433, -0.68745, -0.61938], [1.72702, -1.07253, -2.79596], [2.14253, -1.92332, -0.87772], [0.71363, -2.56661, -1.63182], [0.01859, -1.18904, 0.27589], [2.81338, -1.12756, -2.92512], [1.29061, -1.65295, -3.60625], [1.47935, -0.00879, -2.86523], [1.03919, 0.11831, -0.28626], [-0.40452, -0.23890, -1.21595]],
  "nbo_charge": [-0.5263, -0.6164, 0.7714, -0.8019, -0.7936, 0.1965, 0.1854, 0.1852, 0.2204, 0.1869, -0.3929, -0.6060, -0.6138, 0.1767, 0.1779, 0.2048, 0.1879, 0.1963, 0.2145, 0.1964, 0.2510],
  "e_homo_ha": -0.1417,
  "total_energy_ev": -10529.046,
  "total_charge": -1
}

No. 2
{
  "formula": "C10H16O",
  "method": "ωB97M-V/def2-TZVPD",
  "species": ["C", "C", "C", "C", "C", "O", "C", "C", "H", "H", "H", "H", "H", "H", "H", "H", "C", "C", "C", "H", "H", "H", "H", "H", "H", "H", "H"],
  "coordinates": [[-2.66847, 1.21615, -0.18689], [-1.15532, 1.34606, -0.24687], [-0.52445, 2.48202, 0.22825], [0.85445, 2.62481, 0.14448], [1.61399, 1.55691, -0.30181], [2.97414, 1.72338, -0.33076], [0.99581, 0.38997, -0.72298], [-0.39218, 0.31335, -0.78202], [-2.95349, 0.28728, 0.30116], [-3.09705, 1.21729, -1.19373], [-3.10652, 2.03540, 0.37997], [-1.11666, 3.29203, 0.64450], [1.35890, 3.53308, 0.45139], [3.42505, 0.91674, -0.60505], [1.55422, -0.47167, -1.06301], [-0.84387, -0.56298, -1.22144], [0.49446, -3.22753, -0.31777], [-0.88307, -3.41012, 0.33447], [-0.87134, -3.03434, 1.81006], [0.41257, -3.06358, -1.39140], [0.93477, -2.32175, 0.12399], [1.17323, -4.00079, 0.02844], [-1.20983, -4.43784, 0.18505], [-1.61254, -2.79129, -0.19261], [0.07515, -3.31989, 2.28202], [-1.70885, -3.45952, 2.35825], [-0.91742, -1.94944, 1.89078]],
  "nbo_charge": [-0.6213, -0.0536, -0.1904, -0.2611, 0.2970, -0.6744, -0.2927, -0.1821, 0.2140, 0.2160, 0.2126, 0.2106, 0.2248, 0.4796, 0.2100, 0.2098, -0.6134, -0.3931, -0.6090, 0.2089, 0.1992, 0.2076, 0.1939, 0.1903, 0.2001, 0.2097, 0.2069],
  "e_homo_ha": -0.3085,
  "total_energy_ev": -12676.921,
  "smiles": "Cc1ccc(O)cc1.CCC",
  "total_charge": 0
}

No. 3
{
  "formula": "H20NO8",
  "method": "ωB97M-V/def2-TZVPD",
  "species": ["N", "H", "H", "H", "H", "O", "H", "H", "O", "H", "H", "O", "H", "H", "O", "H", "H", "O", "H", "H", "O", "H", "H", "O", "H", "H", "O", "H", "H"],
  "coordinates": [[-0.04707, 0.69872, 0.31045], [-0.33907, 1.02872, -0.45355], [0.79893, 1.23672, 0.42445], [0.35393, -0.14728, -0.05955], [-0.56707, 0.69372, 1.03745], [-0.05407, -3.11628, 1.08445], [-0.01507, -2.46228, 0.36545], [0.86993, -3.10628, 1.35645], [-2.62407, 1.65472, 2.28145], [-3.44307, 1.20972, 1.99445], [-2.57607, 1.57372, 3.20345], [-1.78807, 1.96272, -2.53555], [-2.33507, 2.51672, -2.05455], [-1.03607, 2.68472, -2.56155], [2.06493, 0.88772, -1.85855], [2.12793, 0.41072, -2.60655], [2.81493, 1.56772, -1.85055], [1.22293, 0.70072, 2.70745], [2.11593, 0.78272, 2.58145], [0.96993, 1.40372, 3.34345], [2.78393, -1.71928, -0.22155], [3.65993, -1.27628, -0.36755], [2.99893, -2.50828, 0.32245], [-3.00007, -0.06828, -0.50155], [-3.06507, -0.96528, 0.01845], [-3.21607, -0.10328, -1.40155], [0.26893, -1.93728, -1.25255], [1.22593, -1.89328, -1.17255], [-0.17107, -1.71028, -2.13355]],
  "nbo_charge": [-0.7709, 0.4165, 0.4296, 0.4575, 0.4379, -0.9377, 0.4712, 0.4468, -0.9636, 0.4909, 0.4750, -0.9295, 0.4665, 0.4656, -0.9705, 0.4783, 0.4944, -0.9578, 0.4718, 0.4901, -0.9788, 0.5009, 0.4958, -0.9899, 0.5011, 0.4902, -1.0166, 0.5183, 0.5168],
  "e_homo_ha": -0.4998,
  "total_energy_ev": -18187.147,
  "total_charge": 1
}

No. 4
{
  "formula": "C3H5NS",
  "method": "ωB97M-V/def2-TZVPD",
  "species": ["S", "C", "C", "C", "N", "H", "H", "H", "H", "H"],
  "coordinates": [[-2.75335, -0.10824, -0.02642], [-1.14847, -0.08347, -0.12717], [-0.00601, 1.00033, -0.09453], [1.01487, -0.29352, 0.03595], [-0.20000, -1.07809, -0.29763], [0.05128, 1.64030, 0.85610], [-0.03509, 1.65572, -0.99649], [1.76305, -0.20850, -0.69029], [1.66312, -0.44595, 0.91855], [-0.34942, -2.07856, 0.42193]],
  "nbo_charge": [-0.0394, 0.0720, -0.4749, -0.2303, -0.5869, 0.2358, 0.2392, 0.1894, 0.2049, 0.3902],
  "e_homo_ha": -0.3156,
  "total_energy_ev": -15515.050,
  "smiles": "S=C1CCN1",
  "total_charge": 0
}

No. 5
{
  "formula": "C20H37F6NO6",
  "method": "ωB97M-V/def2-TZVPD",
  "species": ["C", "C", "O", "C", "O", "C", "F", "F", "F", "H", "H", "H", "H", "H", "C", "C", "O", "C", "O", "C", "F", "F", "F", "H", "H", "H", "H", "H", "C", "C", "N", "C", "C", "C", "C", "H", "H", "H", "H", "H", "H", "H", "H", "H", "H", "H", "H", "H", "H", "H", "C", "C", "C", "O", "H", "H", "H", "H", "H", "H", "C", "C", "C", "O", "H", "H", "H", "H", "H", "H"],
  "coordinates": [[18.55706, -12.16622, 3.79090], [19.56660, -11.18834, 4.38021], [18.97952, -9.91141, 4.59283], [19.23028, -8.92811, 3.60193], [20.14655, -8.94264, 2.83545], [18.14153, -7.84393, 3.54594], [17.30627, -8.09017, 2.43461], [17.39023, -7.70901, 4.62234], [18.75049, -6.74206, 3.30772], [19.03106, -13.14536, 3.72234], [18.10241, -12.01316, 2.81215], [17.65602, -12.19862, 4.40342], [20.51491, -11.12154, 3.84697], [19.88563, -11.56185, 5.35325], [22.71738, -8.36958, 1.66887], [21.84129, -7.99761, 0.52370], [20.59366, -7.42630, 1.05403], [19.63529, -6.87729, 0.15692], [19.62878, -7.01990, -1.08260], [18.33988, -6.23026, 0.78197], [18.52575, -5.61568, 1.93498], [17.88860, -5.30547, -0.05151], [17.37569, -7.17733, 0.85155], [22.35780, -9.23506, 2.22543], [22.92595, -7.64183, 2.45308], [23.68527, -8.69992, 1.29182], [21.69793, -8.89019, -0.08527], [22.18954, -7.26260, -0.20198], [19.68200, -13.53808, -1.24549], [19.77971, -14.33600, -2.59376], [20.69718, -13.51916, -3.37938], [20.11975, -12.93701, -4.66946], [19.17886, -11.73494, -4.41604], [21.81509, -14.37246, -3.72498], [22.75368, -14.54597, -2.56897], [19.10811, -14.15413, -0.55322], [19.19040, -12.56929, -1.15655], [20.62716, -13.32215, -0.74737], [20.02717, -15.37834, -2.39279], [18.81447, -14.24698, -3.09227], [20.89554, -12.48396, -5.28672], [19.60600, -13.62086, -5.34514], [18.33766, -11.90259, -3.74347], [19.75027, -10.89191, -4.02760], [18.73244, -11.41661, -5.35809], [22.31962, -14.05186, -4.63645], [21.45298, -15.38764, -3.88749], [23.25220, -13.63417, -2.24001], [23.47217, -15.30616, -2.87552], [22.29853, -14.79446, -1.61022], [20.02470, -7.64619, -3.26897], [21.41443, -7.59837, -3.82514], [22.03313, -6.25304, -4.23809], [22.05074, -8.62978, -3.92208], [20.04418, -8.01910, -2.24494], [19.28617, -8.01650, -3.98000], [19.71235, -6.60197, -3.28083], [21.50775, -5.92864, -5.13633], [23.07750, -6.31172, -4.54459], [21.86015, -5.38994, -3.59526], [19.72895, -9.74447, -1.52178], [18.97277, -9.98631, -0.21169], [19.21037, -11.29060, 0.54007], [18.09953, -9.29093, 0.25081], [19.93390, -8.69756, -1.74555], [19.07259, -10.28590, -2.20304], [20.65542, -10.31836, -1.50153], [19.10302, -12.05598, -0.22855], [18.46539, -11.48391, 1.31191], [20.23340, -11.36051, 0.90966]],
  "nbo_charge": [-0.6351, -0.0797, -0.5110, 0.7191, -0.5286, 0.8945, -0.3171, -0.2971, -0.2830, 0.2168, 0.2145, 0.2188, 0.1948, 0.1938, -0.6378, -0.0722, -0.4964, 0.7564, -0.6087, 0.9064, -0.2945, -0.3094, -0.2773, 0.2313, 0.2234, 0.2217, 0.1935, 0.1951, -0.5689, -0.2389, -0.4503, -0.2186, -0.6192, -0.2118, -0.6150, 0.1904, 0.1739, 0.2049, 0.2000, 0.1969, 0.2039, 0.1693, 0.1943, 0.2182, 0.2105, 0.1995, 0.1533, 0.2084, 0.2077, 0.2035, -0.6521, 0.5943, -0.7283, -0.5693, 0.2021, 0.2298, 0.2034, 0.2317, 0.2312, 0.2291, -0.6738, 0.6111, -0.7019, -0.5791, 0.2140, 0.2420, 0.2204, 0.2199, 0.2136, 0.2177],
  "e_homo_ha": -0.3154,
  "total_energy_ev": -51409.931,
  "smiles": "CCOC(=O)C(F)(F)F.CCOC(=O)C(F)(F)F.CCN(CC)CC.CC(C)=O.CC(C)=O",
  "total_charge": 0
}

No. 6
{
  "formula": "C4H12NO",
  "method": "ωB97M-V/def2-TZVPD",
  "species": ["C", "N", "C", "O", "H", "H", "H", "H", "H", "H", "C", "C", "H", "H", "H", "H", "H", "H"],
  "coordinates": [[2.15304, 0.57431, 1.93281], [1.54401, -0.81186, 1.99360], [0.24757, -0.67660, 1.15632], [0.45021, 0.02894, 0.03144], [2.52353, 0.77191, 0.93083], [3.05659, 0.55916, 2.55673], [1.38131, 1.30258, 2.23716], [2.14367, -1.42115, 1.41216], [-0.36905, -0.21861, 1.95710], [-0.10936, -1.67359, 0.86797], [-1.16525, -0.23865, -2.27089], [-2.17278, 0.64618, -1.52239], [-1.45728, -0.66407, -3.20611], [-0.92644, -1.08477, -1.59110], [-0.21466, 0.24297, -2.44356], [-3.18497, 0.22333, -1.40504], [-1.66511, 0.86561, -0.57700], [-2.23500, 1.57432, -2.06002]],
  "nbo_charge": [-0.4282, -0.7002, 0.1099, -0.9649, 0.1926, 0.1519, 0.1861, 0.3155, 0.0646, 0.0879, -0.6020, -0.6283, 0.1574, 0.2283, 0.2195, 0.1744, 0.2635, 0.1720],
  "e_homo_ha": -0.0950,
  "total_energy_ev": -7879.163,
  "total_charge": -1
}

For each record above, in turn, the calculated strongest force on any atom values are 1.583 1.518 9.723 6.380 7.304 2.042 eV/Å.
For each record above, in turn, the calculated relative energy (zero: lowest compared OMol25 entry of this formula, charge and spin) values are 63.6 77.6 300.1 175.8 1021.2 92.3 kJ/mol.